Here is a structure of composition C19H13AuNOS7 from OMol25. Energies are from ωB97M-V with the def2-TZVPD basis set.

Geometry as XYZ:
```
42
Properties=species:S:1:pos:R:3:nbo_charge:R:1
Au 1.10478 2.07137 0.19426 1.05
S 0.74654 6.43670 1.28531 -0.10
C 0.87622 4.86028 0.88577 -0.59
S 2.26856 4.07346 0.32079 0.15
S -0.36882 3.65307 0.99687 -0.01
S 4.72174 2.52885 0.79187 -0.34
C 4.23045 0.96728 0.32514 0.07
C 5.19608 -0.01846 -0.04145 -0.29
C 4.83317 -1.30481 -0.30456 -0.16
C 3.48590 -1.67860 -0.21472 -0.33
C 2.57532 -0.70742 0.08684 0.06
N 2.89771 0.59704 0.33959 -0.61
H 6.22830 0.29445 -0.09328 0.22
H 5.59097 -2.03352 -0.57461 0.20
H 3.14678 -2.68997 -0.40041 0.21
H 1.52096 -0.92467 0.11587 0.24
O 0.14662 0.31241 -0.44463 -0.89
C -1.13092 -0.22057 -0.27628 0.18
C -1.54734 -0.29895 1.21319 -0.20
C -1.03135 0.38912 2.27172 -0.25
C -1.70938 0.12450 3.50275 -0.25
C -2.72484 -0.76833 3.35248 -0.44
S -2.84954 -1.28910 1.73986 0.44
C -2.16402 0.60501 -1.07403 -0.23
C -3.48872 0.36945 -1.31996 -0.27
C -4.08592 1.37490 -2.13665 -0.26
C -3.18589 2.33909 -2.49606 -0.45
S -1.65091 2.02875 -1.85550 0.52
C -1.09363 -1.64307 -0.85133 -0.22
C -0.71551 -2.79903 -0.22667 -0.26
C -0.56422 -3.89382 -1.13052 -0.26
C -0.82914 -3.53077 -2.41994 -0.44
S -1.25724 -1.89526 -2.53311 0.50
H -0.19571 1.06763 2.19472 0.23
H -1.44242 0.57837 4.44795 0.22
H -3.39267 -1.15691 4.10755 0.23
H -4.01929 -0.49533 -0.93734 0.22
H -5.12452 1.37486 -2.44364 0.21
H -3.35714 3.21488 -3.10512 0.23
H -0.54892 -2.86248 0.84096 0.23
H -0.27980 -4.89449 -0.83309 0.22
H -0.81221 -4.15591 -3.30063 0.23
```

**Energy relative to the best compared isomer or geometry (same formula, charge and spin)**: 32.5 kcal/mol
**Charge**: -1
**F_max**: 1.75 eV/A
**E_HOMO**: -4.4 eV
**E_LUMO**: 1.291 eV
**Orbital gap**: 5.7 eV

=====

Here is an isolated molecule of C19H13F2N3O5S2 from OMol25. Energies are from ωB97M-V with the def2-TZVPD basis set.

Geometry as XYZ:
```
44
Properties=species:S:1:pos:R:3:nbo_charge:R:1
O -3.85007 -1.58752 1.53231 -0.56
C -3.66854 -0.90647 0.56083 0.80
O -2.63224 -0.99431 -0.27994 -0.46
C -1.62801 -1.92104 -0.13220 0.12
C -1.23491 -2.44006 1.04949 0.14
O -0.22862 -3.31323 1.16923 -0.42
C 0.45552 -3.66465 0.06953 0.40
C 1.60878 -4.56734 0.37856 -0.57
S 3.14798 -4.01057 -0.43936 0.31
C 3.13050 -2.34453 0.02339 -0.18
N 2.22505 -1.82972 0.78669 -0.31
N 2.37507 -0.52350 0.97386 -0.30
C 3.39604 -0.03668 0.35338 0.20
N 3.74152 1.28298 0.39057 -0.62
C 4.83669 1.75295 -0.29318 0.69
O 5.53632 0.99263 -0.93001 -0.59
C 5.09580 3.20616 -0.19964 -0.33
C 3.96568 4.20616 -0.14980 -0.40
C 4.80229 3.98379 1.06049 -0.40
S 4.32738 -1.19944 -0.56589 0.45
C 0.12791 -3.23845 -1.16645 -0.38
C -0.96991 -2.31320 -1.39877 0.48
O -1.31093 -1.90623 -2.49136 -0.57
C -4.59105 0.17645 0.09789 -0.29
C -4.12849 1.45445 -0.20624 0.46
F -2.82624 1.73248 -0.05411 -0.31
C -4.97816 2.46335 -0.62181 -0.30
C -6.33041 2.19654 -0.74994 -0.16
C -6.82926 0.93938 -0.45700 -0.30
C -5.95926 -0.04961 -0.03338 0.46
F -6.44732 -1.26693 0.22812 -0.30
H -1.69144 -2.20591 1.99959 0.23
H 1.77496 -4.58905 1.45495 0.25
H 1.44836 -5.57771 0.00163 0.25
H 3.13534 1.88935 0.92323 0.42
H 5.97970 3.48144 -0.76051 0.25
H 4.09783 5.12044 -0.70722 0.23
H 2.95088 3.83783 -0.16828 0.22
H 4.38335 3.45783 1.90532 0.22
H 5.51438 4.74398 1.34194 0.23
H 0.69912 -3.55704 -2.02431 0.24
H -4.57249 3.43795 -0.84018 0.23
H -7.00042 2.97487 -1.07934 0.22
H -7.87870 0.71217 -0.55209 0.24
```

**Charge**: 0
**Structure (SMILES)**: O=C(Oc1coc(CSc2nnc(NC(=O)C3CC3)s2)cc1=O)c1c(F)cccc1F
**F_max**: 1.86 eV/A
**E_HOMO**: -8.6 eV
**E_LUMO**: 0.540 eV
**Orbital gap**: 9.1 eV

=====

Here is a structure of composition C19H13FeN5O5 from OMol25. Energies are from ωB97M-V with the def2-TZVPD basis set.

Geometry as XYZ:
```
43
Properties=species:S:1:pos:R:3:nbo_charge:R:1
Fe 0.86283 -1.24034 0.62309 1.03
O -2.52319 2.30013 -1.47541 -0.69
C -2.88770 1.15067 -2.07098 0.35
C -3.95690 1.19635 -2.96627 -0.29
C -4.37459 0.05281 -3.61843 -0.18
C -3.73749 -1.16440 -3.39426 -0.27
C -2.68258 -1.21498 -2.50309 -0.15
C -2.24530 -0.07553 -1.82926 -0.16
C -1.10975 -0.20487 -0.88494 0.58
O -0.60633 -1.36164 -0.67701 -0.71
N -0.67561 0.88644 -0.29416 -0.50
N 0.39475 0.56694 0.52982 -0.28
C 0.91982 1.51912 1.21792 0.16
C 1.97630 1.35271 2.17582 -0.26
C 2.38360 2.49229 2.89666 -0.14
C 3.37267 2.44095 3.84476 -0.30
C 3.99579 1.20412 4.09213 -0.20
C 3.62926 0.07825 3.40430 -0.24
C 2.60641 0.10087 2.41648 0.40
O 2.32985 -0.99182 1.78981 -0.68
H -1.73336 2.09719 -0.91180 0.51
H -4.43634 2.15164 -3.13656 0.21
H -5.20216 0.11088 -4.31537 0.20
H -4.05660 -2.05737 -3.91457 0.21
H -2.15912 -2.14172 -2.30810 0.24
H 0.51596 2.51718 1.06328 0.19
H 1.88900 3.43365 2.68044 0.20
H 3.66799 3.32957 4.38578 0.20
H 4.78065 1.13794 4.83692 0.20
H 4.10868 -0.87543 3.58460 0.21
C -1.63395 -1.24988 2.49243 -0.74
C -0.35023 -1.73645 1.91287 0.52
O 0.06312 -2.87180 1.91622 -0.54
H -1.93384 -1.86133 3.34358 0.23
H -2.36812 -1.36092 1.68976 0.26
H -1.58221 -0.19663 2.75843 0.24
O 2.08523 -2.12009 -0.66068 -0.59
N 1.86502 -2.49375 -1.87369 0.09
C 1.78654 -1.54950 -2.76822 -0.18
C 1.58435 -1.93701 -4.13314 0.29
N 1.42725 -2.22514 -5.23566 -0.35
C 1.93800 -0.15413 -2.45599 0.27
N 2.07231 0.96503 -2.22750 -0.33
```

**Charge**: -1
**F_max**: 0.45 eV/A
**E_HOMO (alpha / beta)**: -5.1 / -5.2 eV
**E_LUMO (alpha / beta)**: 2.624 / 2.505 eV
**2S+1**: 2
**Orbital gap (alpha / beta)**: 7.7 / 7.7 eV